1.
53
Properties=species:S:1:pos:R:3:forces:R:3 method="wB97M-V/def2-TZVPD" e_lumo_ha=0.1095 total_charge=-1 de_lowest_ev=0.000
O 3.601105 0.125025 -3.335882 0.279 -0.189 0.225
O -0.367163 0.560864 -1.235636 1.017 0.415 -0.797
O -0.556225 3.393741 -4.310322 -0.052 -0.264 -0.142
O -2.239804 -0.493831 -1.654747 -0.296 0.191 -1.196
O 2.434371 -0.170010 2.301804 -0.139 -0.074 0.163
O -2.260438 -1.915674 0.439407 0.103 0.352 0.616
O 0.094732 0.801940 1.220231 0.098 -0.576 0.420
C 2.650188 0.629409 -3.913110 1.352 0.051 -0.358
C -1.225484 0.121707 -2.035677 -0.788 -0.544 0.629
C 0.003936 2.608482 -3.548166 -0.131 0.791 -0.624
N 0.500127 2.989775 -2.365766 0.640 -0.233 0.445
N 2.326034 -1.883925 4.608401 -0.215 0.316 -0.041
N -1.171011 -2.115090 3.207398 0.596 -0.381 -0.411
N 1.416055 0.520302 -3.430426 -1.722 0.109 -0.075
C 2.879724 1.386797 -5.205126 -0.223 -0.033 0.251
C 0.439526 4.336265 -1.804174 -0.231 -0.443 -0.306
C -2.513898 -2.660893 3.436237 0.807 0.116 -0.014
C -0.101311 -2.264371 4.209688 -0.843 0.579 -0.960
C -3.429137 -1.844944 2.524240 -0.242 0.095 0.249
C 1.183554 -0.521522 2.910660 -0.213 -0.134 -0.736
C -2.503483 -1.085612 1.580891 0.311 -0.499 -1.351
C 0.102187 -0.505593 1.819592 -0.675 0.382 -0.296
C 1.258583 -1.900678 3.589425 0.385 0.263 -0.112
C -1.258097 -0.851962 2.444160 0.254 -0.671 0.894
C -1.034867 0.303717 -3.548669 0.299 0.246 0.018
C 0.189831 1.135877 -3.970998 0.305 -0.257 0.884
H 2.225554 0.515948 1.635990 -0.119 -0.406 0.413
H -2.203688 -1.348458 -0.389168 -0.062 -0.163 0.685
H -0.187208 0.718432 0.253761 0.102 -0.216 0.813
H 0.788592 2.229109 -1.757750 -0.163 0.211 -0.018
H 2.634246 -2.830284 4.821488 0.088 0.350 -0.168
H 3.104685 -1.324507 4.249229 -0.232 -0.500 0.158
H 1.321945 0.057452 -2.533649 0.027 0.086 -0.022
H 3.947191 1.404476 -5.415942 -0.107 -0.068 0.099
H 2.355785 0.881516 -6.013321 -0.095 0.145 -0.194
H 2.511348 2.405317 -5.097158 -0.127 0.099 -0.217
H 0.137745 5.053340 -2.569815 0.022 -0.242 0.013
H 1.419365 4.615800 -1.416245 -0.027 -0.015 0.014
H -0.288827 4.354231 -0.991967 0.020 0.126 0.036
H -2.540914 -3.721426 3.165871 0.040 -0.031 0.144
H -2.820733 -2.556889 4.481823 -0.031 -0.072 0.214
H -0.302043 -1.609097 5.063261 0.199 0.136 0.355
H -0.068476 -3.295104 4.575012 -0.088 0.017 -0.063
H -4.006660 -1.133841 3.121150 -0.021 -0.016 -0.019
H -4.127135 -2.484278 1.975718 0.146 0.242 -0.037
H 0.933001 0.231584 3.665077 -0.066 0.057 0.131
H -2.946175 -0.138067 1.257095 0.083 0.016 0.026
H 0.344809 -1.254175 1.057156 0.013 -0.055 0.066
H 1.498894 -2.641674 2.819048 -0.204 0.060 -0.180
H -1.496812 -0.034782 3.132609 -0.078 0.495 0.168
H -0.946028 -0.685560 -4.002087 -0.082 -0.036 0.088
H -1.931314 0.770262 -3.961074 -0.005 -0.048 0.079
H 0.223817 1.120879 -5.059547 0.090 0.221 0.037



2.
79
Properties=species:S:1:pos:R:3:forces:R:3 method="wB97M-V/def2-TZVPD" smiles="O=S(=O)(B(COC(F)(F)F)CB(O)O)C(F)(F)F.ClCCl.ClCCl.ClCCl.ClCCl.ClCCl.ClCCl.ClCCl.ClCCl.ClCCl.ClCCl.ClCCl" e_lumo_ha=-0.0450
O 2.515830 -3.400682 5.524256 0.035 0.101 -0.276
S 2.545827 -2.160442 4.782839 0.100 0.002 0.658
O 3.046350 -0.965006 5.422301 -0.155 -0.114 -0.241
B 0.794415 -1.755863 4.135960 -0.013 0.005 -0.152
C 0.583190 -0.689904 3.008304 0.173 -0.056 -0.281
O 1.628895 0.297014 2.924981 -0.042 0.229 0.195
C 1.349527 1.512861 3.423424 -0.203 -0.075 -0.054
F 2.490473 2.125337 3.719721 -0.126 -0.002 -0.059
F 0.683282 2.275440 2.529285 0.060 -0.123 0.323
F 0.582052 1.464420 4.539245 0.263 -0.019 -0.300
C -0.309540 -2.553839 4.810891 -0.296 0.493 0.298
B -0.950594 -3.619784 3.808118 0.046 -0.352 -0.073
O -2.252306 -4.024490 3.931007 -0.051 0.577 -0.354
O -0.173613 -4.181782 2.806838 0.141 0.608 0.088
C 3.669384 -2.501438 3.343897 0.087 0.070 0.071
F 3.307213 -3.613522 2.725462 -0.143 -0.197 -0.094
F 3.644093 -1.499263 2.470439 0.017 0.066 -0.066
F 4.899798 -2.638407 3.817316 0.157 -0.010 0.013
H -0.404942 -0.224091 3.045459 0.065 0.019 0.028
H 0.631042 -1.229864 2.049483 -0.073 0.017 0.084
H 0.055460 -3.075816 5.701892 -0.099 -0.129 -0.188
H -1.104628 -1.864449 5.134113 0.032 -0.119 -0.040
H -2.810212 -3.339306 4.323225 0.096 -0.405 0.295
H -0.405856 -3.872422 1.921191 -0.179 -0.539 0.081
C -4.514946 -4.830619 1.200748 0.026 -0.127 0.097
Cl -3.529104 -3.404688 0.849465 0.048 0.127 -0.132
Cl -6.242261 -4.457381 1.168790 0.019 -0.001 -0.011
H -4.309759 -5.580078 0.446519 -0.010 0.023 -0.032
H -4.249436 -5.188764 2.188343 0.003 0.045 0.022
C -5.595056 -2.001968 -2.268162 -0.040 0.037 0.030
Cl -5.890329 -2.686296 -3.872000 -0.015 -0.061 -0.006
Cl -4.266260 -0.836520 -2.279314 0.025 -0.037 0.092
H -6.494209 -1.495335 -1.940155 -0.005 0.023 -0.035
H -5.335935 -2.807787 -1.591962 0.038 -0.006 -0.017
C 1.067599 -5.386703 7.926869 0.104 0.037 -0.034
Cl -0.468211 -5.239546 7.051260 -0.052 -0.118 0.068
Cl 0.949439 -6.505868 9.286553 -0.003 0.004 -0.004
H 1.814942 -5.751953 7.234012 -0.018 -0.010 -0.016
H 1.338179 -4.408381 8.303531 -0.023 0.006 0.005
C -6.989873 -1.223062 -7.392344 0.012 -0.070 -0.019
Cl -5.910217 0.160890 -7.617139 0.033 0.041 0.013
Cl -8.692349 -0.755706 -7.433499 0.000 -0.006 0.003
H -6.806379 -1.931346 -8.190963 0.000 0.032 -0.033
H -6.776262 -1.657787 -6.424495 -0.007 0.024 0.035
C -1.959540 1.782285 -3.385604 -0.055 0.047 0.023
Cl -0.863827 1.879373 -4.766797 0.033 0.031 -0.012
Cl -1.209603 0.981829 -1.994325 -0.003 0.029 0.002
H -2.231253 2.788467 -3.090907 0.048 0.035 0.009
H -2.832975 1.213258 -3.679776 0.024 -0.045 -0.017
C 3.471427 4.191391 1.261245 0.001 -0.042 -0.003
Cl 2.599100 3.247404 0.039049 0.053 0.003 0.011
Cl 4.823635 5.084084 0.556600 0.025 0.056 0.126
H 2.787226 4.906159 1.701767 -0.031 -0.007 -0.051
H 3.855338 3.507161 2.006929 0.042 -0.029 -0.038
C 0.988242 5.261504 -3.050397 0.043 -0.095 0.005
Cl 2.014468 6.327007 -4.018961 0.043 -0.033 0.046
Cl -0.664211 5.878372 -2.914222 -0.070 -0.021 0.041
H 0.944458 4.294425 -3.536909 -0.014 -0.011 -0.036
H 1.410164 5.177064 -2.055147 -0.030 0.075 0.022
C 7.052976 -2.036109 0.999041 -0.022 0.005 0.053
Cl 6.454033 -2.913743 -0.415572 -0.030 -0.004 0.035
Cl 8.516610 -1.113711 0.642506 -0.004 0.008 0.014
H 6.283083 -1.347536 1.325593 0.002 0.030 -0.046
H 7.280892 -2.754239 1.777272 0.027 -0.028 -0.029
C 5.498821 4.772420 -3.025171 -0.032 -0.023 0.012
Cl 6.455929 3.340787 -3.430867 -0.009 -0.007 -0.005
Cl 6.136489 6.242451 -3.769924 0.007 0.030 -0.015
H 4.487974 4.623443 -3.385556 0.004 0.005 -0.022
H 5.516471 4.896938 -1.950466 0.008 -0.013 -0.069
C -3.452022 0.121611 -10.655459 -0.001 0.050 0.051
Cl -3.783201 0.843380 -12.234011 0.002 0.007 0.001
Cl -3.590062 -1.640939 -10.681649 -0.016 -0.030 0.023
H -2.440967 0.379441 -10.365562 0.018 -0.019 -0.031
H -4.172442 0.505499 -9.943790 -0.030 -0.018 -0.020
C -0.784172 6.922754 1.118386 -0.023 0.030 0.008
Cl 0.254995 5.509389 0.873786 -0.094 -0.022 -0.025
Cl -0.134924 8.365966 0.339786 0.004 0.017 -0.004
H -1.754658 6.704943 0.689544 0.020 -0.015 -0.048
H -0.862140 7.109120 2.182422 0.037 -0.004 0.007



3.
54
Properties=species:S:1:pos:R:3:forces:R:3 method="wB97M-V/def2-TZVPD" e_lumo_ha=0.1025 total_charge=-1 de_lowest_ev=0.969
In 0.088697 -2.106073 0.215168 0.020 -0.033 0.820
B 3.178963 -2.218925 2.768013 0.047 -0.167 0.057
N 3.364191 -2.114565 1.223339 0.142 0.146 0.038
C 4.576743 -1.976398 0.668210 -0.079 0.041 -0.136
C 4.442531 -1.970931 -0.709258 0.021 0.002 0.011
C 3.071990 -2.111361 -0.916458 0.137 -0.025 0.112
N 2.443475 -2.207918 0.256218 -0.503 -0.070 -0.482
N 1.702065 -2.092907 3.246615 0.038 0.136 0.106
C 1.361962 -2.067641 4.542484 -0.158 0.041 -0.017
C -0.018242 -2.000216 4.640614 0.024 -0.029 0.002
C -0.453948 -1.994817 3.316241 0.106 0.039 0.127
N 0.597348 -2.041478 2.495743 -0.494 -0.122 -0.272
H 3.596603 -3.300159 3.128744 0.010 -0.031 0.025
H 3.808360 -1.315697 3.269749 0.076 0.002 0.025
H 5.454582 -1.886058 1.286112 -0.040 -0.001 0.046
H 5.219388 -1.862089 -1.445942 -0.014 0.006 0.004
H 2.507619 -2.108545 -1.835853 -0.012 0.024 0.008
H 2.116537 -2.100663 5.310820 0.047 0.000 -0.052
H -0.615833 -1.967312 5.535140 0.018 -0.003 0.002
H -1.450842 -1.977925 2.901867 0.027 -0.009 -0.028
C -1.774119 -3.173271 0.174511 0.998 0.216 -0.242
H -1.401844 -4.199412 0.360489 -0.189 -0.016 0.048
H -2.054991 -3.160404 -0.891561 -0.136 0.016 0.092
C 1.148653 3.050294 0.602627 -0.134 -0.232 -0.163
C -0.211330 3.039400 -0.097536 0.007 0.352 0.150
C -0.499643 4.416979 -0.688283 0.011 -0.135 -0.068
C -1.329046 2.666789 0.880076 0.160 -0.180 -0.281
O -0.169683 2.167970 -1.250042 0.146 -0.382 0.222
P 0.031572 0.555763 -1.270484 -0.617 0.597 -0.357
O 0.887243 0.183310 -2.409633 0.048 -0.013 -0.090
O 0.399843 0.064600 0.118881 -0.098 -0.401 0.081
O -1.481799 -0.011690 -1.434792 0.337 0.343 0.045
C -2.419116 0.280330 -2.483135 -0.383 -0.085 -0.315
C -3.297347 1.457143 -2.053563 0.205 -0.096 0.046
C -1.756365 0.589893 -3.826660 0.138 -0.072 0.297
C -3.268248 -0.982547 -2.601291 0.142 0.044 0.078
H 1.142245 3.751461 1.438866 -0.027 0.030 -0.019
H 1.927838 3.340667 -0.104601 -0.009 0.008 0.020
H 1.369262 2.052386 0.976348 0.071 0.004 0.057
H -0.515735 5.166501 0.104011 -0.003 0.032 -0.008
H -1.468489 4.411052 -1.191153 0.004 0.036 0.002
H 0.267783 4.678883 -1.418203 -0.007 0.016 0.025
H -1.351504 3.382489 1.703755 0.016 0.012 -0.019
H -1.156782 1.671732 1.281176 -0.025 -0.102 0.070
H -2.294071 2.681329 0.371397 0.012 -0.002 0.040
H -2.697415 2.365217 -2.001279 -0.023 0.050 0.027
H -3.733157 1.258197 -1.073147 -0.010 0.004 -0.016
H -4.100308 1.605549 -2.778017 -0.007 0.002 0.002
H -1.149160 1.491592 -3.752221 0.024 0.021 -0.077
H -2.529608 0.735690 -4.583029 -0.025 0.010 0.017
H -1.104674 -0.230754 -4.122493 0.016 0.025 -0.034
H -3.725284 -1.212455 -1.637964 0.011 -0.042 -0.022
H -2.630748 -1.820930 -2.885180 -0.045 -0.018 0.007
H -4.046175 -0.852071 -3.355431 -0.021 0.013 -0.007